# 1
Molecular formula: C6H15Cl6N3O6
Method: DFT, wB97M-V/def2-TZVPD

Positions of all 36 atoms, in Å:
1 C -28.639 -28.928 10.271
2 N -29.007 -30.302 9.970
3 O -30.065 -30.528 9.442
4 O -28.194 -31.192 10.133
5 H -27.586 -28.749 10.057
6 H -28.636 -29.009 11.358
7 H -29.317 -28.134 9.958
8 C -35.374 -24.261 12.918
9 N -35.690 -25.651 13.382
10 O -35.398 -26.595 12.628
11 O -36.369 -25.743 14.416
12 H -35.488 -23.664 13.823
13 H -35.930 -23.872 12.066
14 H -34.297 -24.209 12.757
15 C -31.837 -26.916 12.446
16 N -31.747 -28.274 13.021
17 O -30.912 -29.123 12.768
18 O -32.588 -28.497 13.894
19 H -32.454 -27.188 11.590
20 H -30.901 -26.683 11.938
21 H -32.373 -26.229 13.102
22 Cl -30.860 -22.051 11.569
23 C -29.258 -22.615 12.140
24 Cl -29.459 -24.330 12.479
25 H -28.418 -22.543 11.449
26 H -28.959 -22.059 13.029
27 Cl -34.520 -28.541 9.592
28 C -35.446 -26.992 9.600
29 Cl -34.451 -25.588 10.129
30 H -35.697 -26.771 8.563
31 H -36.385 -26.963 10.153
32 Cl -34.595 -32.609 14.615
33 C -33.837 -31.012 14.664
34 Cl -33.033 -30.781 16.314
35 H -33.007 -31.123 13.966
36 H -34.552 -30.238 14.384

Output
calculated total energy	-98345.1989	eV
spin multiplicity	1
molecular weight	437.92	g mol⁻¹
HOMO energy	-0.380	hartree
energy above the lowest of the compared OMol25 structures with the same formula, charge and spin	22.1	kcal per mole
LUMO level	-0.4	eV
gap between HOMO and LUMO	0.364	hartree
net charge	0
SMILES string	C[N+](=O)[O-].C[N+](=O)[O-].C[N+](=O)[O-].ClCCl.ClCCl.ClCCl

***

# 2
Molecular formula: C4H8N3O2
Method: DFT, wB97M-V/def2-TZVPD

Positions of all 17 atoms, in Å:
1 C 0.276 -0.348 0.728
2 C 0.039 1.341 -0.891
3 C 1.102 0.328 -1.291
4 C -0.673 0.781 0.313
5 N 1.236 -0.552 -0.116
6 N -1.463 -0.300 -0.088
7 N 0.110 -1.283 1.855
8 O -0.960 -1.338 2.319
9 O 1.090 -1.914 2.079
10 H 0.473 2.378 -0.691
11 H -0.571 1.563 -1.740
12 H 0.608 -0.394 -1.909
13 H 2.047 0.786 -1.511
14 H -0.996 1.424 1.164
15 H 1.719 -1.460 -0.008
16 H -2.083 -0.237 -0.918
17 H -1.953 -0.775 0.704

Output
calculated total energy	-12831.4485	eV
spin multiplicity	1
molecular weight	130.13	g mol⁻¹
HOMO energy	-0.548	hartree
energy above the lowest of the compared OMol25 structures with the same formula, charge and spin	134.3	kcal per mole
LUMO level	-5.5	eV
gap between HOMO and LUMO	0.347	hartree
net charge	+1

***

# 3
Molecular formula: C15H28AuN3O3
Method: DFT, wB97M-V/def2-TZVPD

Positions of all 50 atoms, in Å:
1 Au -0.135 0.135 -0.281
2 C -1.923 1.077 1.976
3 N -1.155 1.599 0.815
4 C -0.203 2.636 1.302
5 C -2.131 2.172 -0.166
6 C -1.451 2.412 -1.489
7 N -0.825 1.139 -1.968
8 C 0.304 1.448 -2.889
9 C -1.819 0.304 -2.697
10 H -2.536 1.885 2.380
11 H -1.234 0.744 2.747
12 H -2.562 0.260 1.649
13 H -0.760 3.436 1.792
14 H 0.374 3.049 0.479
15 H 0.475 2.181 2.020
16 H -2.549 3.096 0.239
17 H -2.940 1.448 -0.269
18 H -0.665 3.161 -1.405
19 H -2.164 2.765 -2.235
20 H -0.080 2.024 -3.732
21 H 0.735 0.516 -3.241
22 H 1.056 2.034 -2.363
23 H -2.134 0.842 -3.592
24 H -2.677 0.103 -2.062
25 H -1.344 -0.630 -2.988
26 O 0.661 -1.184 -1.507
27 C 1.889 -1.834 -1.167
28 C 3.037 -0.900 -0.818
29 C 2.825 -0.017 0.434
30 C 2.041 -0.739 1.489
31 C 2.647 -1.403 2.543
32 C 1.886 -2.165 3.413
33 C 0.515 -2.265 3.208
34 C -0.046 -1.578 2.157
35 N 0.702 -0.818 1.335
36 H -0.644 -2.413 -1.472
37 H 2.161 -2.403 -2.059
38 H 1.722 -2.560 -0.364
39 H 3.273 -0.258 -1.668
40 H 3.911 -1.534 -0.656
41 H 2.312 0.914 0.172
42 H 3.791 0.278 0.838
43 H 3.719 -1.324 2.663
44 H 2.357 -2.688 4.235
45 H -0.113 -2.866 3.850
46 H -1.104 -1.625 1.941
47 O -1.375 -3.074 -1.367
48 C -2.335 -2.593 -0.619
49 O -2.339 -1.477 -0.121
50 H -3.150 -3.310 -0.486

Output
calculated total energy	-30299.3731	eV
spin multiplicity	1
molecular weight	495.37	g mol⁻¹
HOMO energy	-0.605	hartree
energy above the lowest of the compared OMol25 structures with the same formula, charge and spin	0.0	kcal per mole
LUMO level	-7.6	eV
gap between HOMO and LUMO	0.327	hartree
net charge	+2

***

Repeat the third record exactly.
Molecular formula: C15H28AuN3O3
Method: DFT, wB97M-V/def2-TZVPD

Positions of all 50 atoms, in Å:
1 Au -0.135 0.135 -0.281
2 C -1.923 1.077 1.976
3 N -1.155 1.599 0.815
4 C -0.203 2.636 1.302
5 C -2.131 2.172 -0.166
6 C -1.451 2.412 -1.489
7 N -0.825 1.139 -1.968
8 C 0.304 1.448 -2.889
9 C -1.819 0.304 -2.697
10 H -2.536 1.885 2.380
11 H -1.234 0.744 2.747
12 H -2.562 0.260 1.649
13 H -0.760 3.436 1.792
14 H 0.374 3.049 0.479
15 H 0.475 2.181 2.020
16 H -2.549 3.096 0.239
17 H -2.940 1.448 -0.269
18 H -0.665 3.161 -1.405
19 H -2.164 2.765 -2.235
20 H -0.080 2.024 -3.732
21 H 0.735 0.516 -3.241
22 H 1.056 2.034 -2.363
23 H -2.134 0.842 -3.592
24 H -2.677 0.103 -2.062
25 H -1.344 -0.630 -2.988
26 O 0.661 -1.184 -1.507
27 C 1.889 -1.834 -1.167
28 C 3.037 -0.900 -0.818
29 C 2.825 -0.017 0.434
30 C 2.041 -0.739 1.489
31 C 2.647 -1.403 2.543
32 C 1.886 -2.165 3.413
33 C 0.515 -2.265 3.208
34 C -0.046 -1.578 2.157
35 N 0.702 -0.818 1.335
36 H -0.644 -2.413 -1.472
37 H 2.161 -2.403 -2.059
38 H 1.722 -2.560 -0.364
39 H 3.273 -0.258 -1.668
40 H 3.911 -1.534 -0.656
41 H 2.312 0.914 0.172
42 H 3.791 0.278 0.838
43 H 3.719 -1.324 2.663
44 H 2.357 -2.688 4.235
45 H -0.113 -2.866 3.850
46 H -1.104 -1.625 1.941
47 O -1.375 -3.074 -1.367
48 C -2.335 -2.593 -0.619
49 O -2.339 -1.477 -0.121
50 H -3.150 -3.310 -0.486

Output
calculated total energy	-30299.3731	eV
spin multiplicity	1
molecular weight	495.37	g mol⁻¹
HOMO energy	-0.605	hartree
energy above the lowest of the compared OMol25 structures with the same formula, charge and spin	0.0	kcal per mole
LUMO level	-7.6	eV
gap between HOMO and LUMO	0.327	hartree
net charge	+2